(1)
Formula: C11H15N
Source: the Open Molecules 2025 dataset
Level of theory: wB97M-V/def2-TZVPD

Properties
* relative energy (zero: lowest compared OMol25 entry of this formula, charge and spin): 0.415 eV
* spin multiplicity: 2
* highest occupied orbital energy (alpha / beta): 0.58 / -2.73 eV
* net charge: -1

Element x y z (Å)
N 1.33653 0.27597 -1.50346
C -2.64376 2.68238 -0.79258
C 1.18497 -0.70612 2.47810
C 0.80936 -3.39306 -1.32316
C 1.20952 0.10957 -0.13477
C 1.38596 0.63350 2.21455
C 0.93551 -1.65983 1.49179
C 1.10451 -1.93131 -1.13467
C 1.39467 1.07011 0.83376
C -2.77389 2.17513 0.64654
C 1.34036 -0.99423 -2.12532
C 0.92044 -1.27749 0.10894
H 1.82394 2.04887 0.65478
H -1.78771 2.06699 1.08377
H -3.35540 2.90562 1.21969
H -3.36136 1.25628 0.70336
H -2.15388 3.65504 -0.71831
H 1.54167 -1.11871 -3.17777
H 0.39691 -3.87175 -0.43596
H 0.02256 -3.48237 -2.07515
H 0.78725 -2.67986 1.81931
H -2.00146 2.02327 -1.37342
H 1.56017 1.36690 2.98716
H 1.25682 -1.06270 3.50464
H 1.02485 1.06793 -2.02978
H 1.65399 -3.99966 -1.66176
H -3.61251 2.83954 -1.26029

***

(2)
Formula: C4H13NO2
Source: the Open Molecules 2025 dataset
Level of theory: wB97M-V/def2-TZVPD

Properties
* relative energy (zero: lowest compared OMol25 entry of this formula, charge and spin): 0.952 eV
* SMILES: CC(C)=CN.O.O
* spin multiplicity: 1
* highest occupied orbital energy: -8.87 eV

Element x y z (Å)
O -2.09173 2.28193 0.33017
O -0.44116 2.82439 -1.92384
N -0.46501 0.11456 1.92645
C 0.62198 -0.95678 -0.04773
C 0.30495 0.09601 0.70845
C 0.14876 -2.36224 0.25822
C 1.62978 -0.78104 -1.15674
H 2.45987 -0.12084 -0.90072
H -0.81362 -0.83455 2.04859
H -2.83669 1.67661 0.27071
H -0.60133 -2.56374 -0.50757
H -0.24787 2.03279 -1.41407
H -1.40355 1.81868 0.83115
H 0.17631 0.25601 2.70295
H 2.06206 -1.74189 -1.42601
H 1.19185 -0.36629 -2.07171
H -0.07304 -2.56993 1.30904
H -1.22960 3.18033 -1.48218
H 0.98559 -3.06294 0.17860
H 0.62247 1.07892 0.36621

***

(3)
Formula: C50H120N4O19
Source: the Open Molecules 2025 dataset
Level of theory: wB97M-V/def2-TZVPD

Properties
* SMILES: CC1(C)CCCC(C)(C)N1O.CC1(C)CCCC(C)(C)N1O.CC1(C)CCCC(C)(C)N1O.CC1(C)CCCC(C)(C)N1O.OCCO.OCCO.OCCO.OCCO.OCCO.OCCO.OCCO.O
* spin multiplicity: 1
* highest occupied orbital energy: -7.88 eV

Element x y z (Å)
O 12.62396 -36.98326 4.15386
O 8.83019 -20.78050 -0.91863
O -7.79236 -32.74405 -6.58045
O 8.45022 -31.62204 -4.07730
O -6.90056 -23.61659 -10.47597
O -4.27381 -36.79946 3.81216
O -7.19627 -24.96379 6.03336
O 1.70781 -31.45260 1.39294
O 2.01963 -21.51791 8.74763
O 6.54134 -37.80793 11.66960
O 6.17314 -37.54945 8.91456
O 4.55257 -22.66108 9.35832
O -8.48761 -23.82738 3.59687
O -2.07715 -39.36017 2.48185
O 4.06795 -37.28516 -0.93451
O -6.06349 -36.11280 10.18761
O 11.14762 -34.54876 3.56132
O -4.13349 -32.59518 -6.74235
O 6.38377 -35.12887 -0.51236
N 8.84001 -22.03534 -0.31261
N -5.07188 -35.69879 11.02762
N 1.36945 -30.28184 2.10013
N -5.95037 -23.45196 -9.51792
C -4.08055 -22.52448 -7.45424
C -3.70573 -22.63999 -8.92643
C 12.46571 -35.92833 5.08237
C 2.15809 -22.57041 9.82155
C 0.18288 -28.16343 3.70473
C -4.44191 -36.73772 11.83758
C 0.31402 -29.49285 1.37637
C -7.31181 -24.74271 -7.87634
C 11.14738 -35.09356 4.90438
C -5.25185 -34.29470 11.59106
C 0.64857 -29.19319 -0.11319
C -4.80361 -22.56700 -9.97893
C -6.54317 -32.88743 -7.11712
C 6.44391 -36.57684 -0.58869
C -6.37654 -23.52164 -8.10429
C 9.47501 -24.44078 -0.46365
C 1.51343 -28.87656 4.15239
C 7.10166 -38.43261 9.45694
C -1.07779 -30.20704 1.51100
C 0.77761 -31.34267 4.29941
C 10.42976 -22.71415 -2.01039
C 7.79959 -22.10959 0.70131
C -4.27159 -22.97677 -11.35621
C -5.09442 -21.07077 -10.21598
C 9.15824 -23.11962 -1.27565
C 3.59909 -22.46473 10.37419
C -3.10270 -36.12788 12.30245
C -5.16783 -23.61601 -7.14288
C -3.30484 -38.83561 2.86043
C -6.35988 -34.27376 12.57680
C 7.94938 -23.43375 -2.20468
C 6.74379 -38.97379 10.86230
C -5.68887 -33.28658 10.48996
C -3.92076 -37.87092 10.90746
C -3.93491 -33.83604 12.16563
C -3.28157 -34.85075 13.10918
C 0.14816 -28.17435 2.15260
C 8.32368 -24.59290 0.54566
C 7.82767 -20.93809 1.76311
C -7.37700 -25.70747 4.85655
C 1.68220 -30.34012 3.54317
C 8.18964 -23.38880 1.48024
C -7.43652 -24.81242 3.58701
C 3.18462 -30.73478 3.79545
C 6.37806 -22.11843 0.14159
C 5.40402 -37.30164 -1.48093
C -7.12535 -22.25362 -7.83144
C -5.24082 -37.27676 13.02058
C -5.42953 -32.42565 -6.17199
C -3.04006 -37.34407 3.31654
H -0.67394 -28.60741 4.21152
H -5.46771 -20.47003 -9.38660
H 6.26284 -22.88436 -0.62533
H -5.02805 -33.15630 9.63297
H 9.73817 -20.47370 -0.86345
H -4.31173 -20.44405 -10.64346
H 9.05999 -23.15459 2.09321
H 6.01468 -37.21677 11.12668
H 10.25993 -35.72614 4.92329
H -6.59189 -26.45885 4.77221
H -7.90787 -33.45157 -5.94196
H 1.67612 -28.87061 -0.28107
H 8.60072 -25.47220 1.12718
H -6.66791 -33.48526 10.05395
H -5.38779 -32.86074 -5.17347
H 3.73273 -36.38964 -0.84930
H 7.17774 -24.17915 -2.01219
H -2.68574 -36.68424 2.52458
H 5.70039 -38.34578 -1.58116
H 8.32899 -32.08290 -4.90745
H 0.88497 -32.36039 3.92415
H -7.87802 -22.12932 -8.61000
H 5.80728 -39.52375 10.76960
H 7.94246 -32.12993 -3.44447
H -5.15289 -36.69775 13.93988
H 11.89199 -33.94858 3.47589
H -5.61150 -31.37274 -5.95662
H 7.40602 -23.66954 2.18397
H 9.62293 -25.36041 -1.02979
H -6.46160 -24.32565 3.56090
H 2.40834 -28.31170 3.89127
H 8.39826 -23.63692 -3.17696
H -3.91875 -23.99530 -11.19434
H 12.62426 -36.54494 3.29977
H -6.54728 -32.38061 -8.08211
H 0.72402 -31.33105 5.38803
H 11.22721 -22.35651 -1.35904
H 5.37974 -22.74877 9.83760
H -7.46071 -22.85585 -10.30535
H 6.65191 -36.90801 0.42873
H -2.29626 -34.52579 13.44336
H -1.26047 -30.26036 2.58426
H 3.70131 -21.52001 10.90819
H -3.89054 -31.72636 -7.07057
H -2.94172 -21.90364 -9.17580
H -6.86496 -36.21972 10.70512
H 10.13923 -21.91810 -2.69596
H 5.37798 -36.86704 -2.48020
H -7.99505 -24.46526 6.22054
H 0.38324 -27.16083 4.08255
H -3.86533 -35.04204 14.00959
H -7.56438 -25.44130 2.70596
H -8.48786 -23.44175 4.47601
H 3.94287 -30.16567 3.25761
H -8.16649 -24.70348 -8.55168
H -4.83969 -38.25821 13.27347
H 7.45784 -39.69257 11.26428
H -4.42052 -21.50411 -7.27716
H -3.90395 -38.82722 1.94988
H -3.25116 -22.64318 -6.75701
H 8.08305 -37.99240 9.63352
H 7.41597 -36.79830 -1.02931
H 0.89795 -27.45713 1.81868
H 11.00585 -34.30425 5.64265
H -0.71937 -27.61503 1.80239
H -7.72365 -24.66612 -6.87005
H -4.98569 -23.09065 -12.17180
H -7.25572 -34.62444 12.06438
H -6.21136 -34.99045 13.38451
H -2.48721 -36.88732 12.78464
H -3.19913 -23.59206 -9.08458
H -8.36651 -26.15169 4.74859
H 3.44559 -31.76667 3.56050
H -6.30766 -37.43495 12.86271
H -7.74663 -22.29337 -6.93672
H -6.58279 -21.31175 -7.75020
H -3.23344 -33.56524 11.37650
H 2.07566 -23.60889 9.50080
H -4.79622 -24.63272 -7.27052
H 2.64591 -31.25438 1.34528
H 1.48537 -28.92607 5.24090
H -5.39654 -23.62307 -6.07717
H -6.46456 -33.96670 -7.24789
H 1.48706 -22.40748 10.66492
H 8.77164 -20.96213 2.30758
H -6.71040 -33.30240 12.92564
H -2.35169 -37.27795 4.15908
H -0.03921 -28.62617 -0.74052
H 10.75823 -23.63637 -2.48969
H -3.39859 -22.48269 -11.78265
H 0.80505 -30.13529 -0.63860
H -4.56846 -38.71009 10.65374
H -1.94721 -39.21968 1.54112
H 5.65908 -22.28110 0.94453
H -4.48865 -37.13580 4.68526
H 12.56123 -36.23443 6.12414
H 7.31649 -39.20981 8.72352
H 5.92700 -37.83032 8.03018
H 7.02885 -21.11646 2.48295
H 6.21784 -21.10099 -0.21511
H -1.78669 -29.56618 0.98673
H -0.27294 -31.14015 4.09104
H 7.21241 -34.93598 -0.06767
H -2.46807 -35.99423 11.42638
H -1.22477 -31.21269 1.11709
H -3.54824 -37.42178 9.98681
H 3.74268 -23.23226 11.13471
H -5.74495 -32.29881 10.94742
H 7.77608 -19.93357 1.34313
H 7.43014 -24.93389 0.02277
H 13.28286 -35.20905 5.02756
H 2.91154 -21.43909 8.40139
H -4.15536 -32.97924 12.80234
H -3.76803 -39.44562 3.63594
H 10.42118 -24.37544 0.07354
H 7.29457 -22.59691 -2.44759
H -6.83292 -25.70610 -8.05140
H -5.91195 -21.00421 -10.93384
H 3.49669 -30.70106 4.83928
H -3.13169 -38.43601 11.40359

***

(4)
Formula: C24H50MnN2O2P2
Source: the Open Molecules 2025 dataset
Level of theory: wB97M-V/def2-TZVPD

Properties
* spin multiplicity: 4
* highest occupied orbital energy (alpha / beta): -21.80 / -21.79 eV
* net charge: +4

Element x y z (Å)
Mn 0.17285 -0.02796 -0.31754
P 2.05953 -0.86933 0.84327
P -1.95944 0.74795 -1.18954
O 0.90095 2.75040 0.34666
O 1.20263 -0.38829 -3.04913
N -1.99034 -3.80670 1.24213
N -0.95104 -2.04234 0.45839
C -2.00101 -1.94026 2.81946
C 0.80050 -0.23114 -1.94213
C -0.88740 -3.06937 -0.48042
C 1.42768 -2.26665 3.28005
C -1.35855 1.58317 -3.84982
C -2.99827 -0.57929 -1.99528
C -4.36966 -0.14252 -2.51881
C -3.82735 0.43989 0.91902
C 1.44707 0.22928 3.37388
C -1.54920 -4.16091 -0.00955
C -2.63674 2.66425 0.76645
C 3.87038 0.39438 -0.92127
C 2.61751 -2.87673 -1.10139
C -3.20126 1.47641 -0.00815
C -1.81520 2.10243 -2.48941
C -2.23491 -1.36942 -3.05936
C 0.60645 1.63867 0.08617
C 4.03440 1.12452 1.45175
C 3.73448 -0.05941 0.53171
C 3.71880 -3.24510 1.09396
C -1.62988 -2.52804 1.50057
C -3.04260 3.00704 -2.64917
C 2.06432 -1.00228 2.71287
C 2.49215 -2.63524 0.39769
H -2.46749 -1.01732 -4.07372
H -4.60525 -0.14756 0.41967
H -0.99429 2.70203 -2.06300
H -1.89278 2.36309 1.51084
H 5.02283 1.52834 1.19019
H 2.01001 -3.17590 3.11019
H 3.58028 -4.33832 1.10151
H -3.99460 1.85437 -0.66772
H 0.35586 0.15326 3.46006
H -0.50586 0.90061 -3.78615
H -2.17040 1.07706 -4.39110
H 1.84312 0.31285 4.39782
H -1.14620 -1.31575 -2.93789
H -4.29082 0.93542 1.78326
H -3.46196 3.15981 1.29739
H -0.65282 0.25492 1.91108
H -3.97295 2.44665 -2.81965
H 3.25938 1.29226 -1.09849
H -2.49581 -4.38204 1.91643
H -1.74780 -5.12352 -0.46348
H -2.88196 3.65347 -3.52494
H -1.03390 2.44510 -4.45319
H -1.30464 0.35863 1.51350
H -3.09944 -0.27968 1.30756
H 1.30696 -2.16375 4.36786
H 4.91831 0.66777 -1.10978
H 3.87310 -2.92369 2.12972
H 2.57210 -3.96259 -1.27895
H -3.19827 3.65813 -1.78086
H 1.66293 1.16904 2.85387
H -1.56976 -0.93951 2.93019
H -2.52044 -2.42902 -2.99502
H 3.58255 -2.52122 -1.49150
H 4.64450 -3.04552 0.53339
H -0.33790 -2.95482 -1.41037
H 4.46261 -0.86146 0.73790
H 3.29773 1.92834 1.30933
H 3.13614 -1.03490 2.95686
H 4.06134 0.85962 2.51326
H 1.59171 -3.15176 0.76121
H -4.92886 -1.05234 -2.78726
H -4.29949 0.47441 -3.42518
H 1.82472 -2.40334 -1.68940
H 0.43347 -2.42142 2.84849
H -1.62547 -2.56910 3.64624
H -3.17182 -1.24883 -1.13752
H -4.97541 0.39911 -1.78348
H -2.16721 3.41324 0.12126
H -3.09605 -1.89541 2.90928
H 3.58222 -0.36768 -1.65388

***

(5)
Formula: C14H12N2O4PtSe
Source: the Open Molecules 2025 dataset
Level of theory: wB97M-V/def2-TZVPD

Properties
* relative energy (zero: lowest compared OMol25 entry of this formula, charge and spin): 0.046 eV
* spin multiplicity: 3
* highest occupied orbital energy (alpha / beta): -14.53 / -14.83 eV
* net charge: +2

Element x y z (Å)
Pt 0.06820 -0.07414 1.24391
Se 0.71286 -0.91203 3.74794
O 2.35901 1.59829 -0.07336
O -2.05014 -1.96644 -0.00707
O -1.81060 2.26130 0.43872
O 1.91524 -2.34689 0.13366
N -0.41194 1.64233 4.57162
N -1.97319 0.21540 4.07053
C -1.17844 1.45612 0.96452
C 0.59061 -0.70089 -3.38760
C -0.62301 0.40130 4.05345
C -1.45531 -1.32779 0.74773
C 1.58839 1.14311 0.68662
C -3.67341 1.64047 6.97368
C -2.67563 2.55968 7.30491
C -1.56076 2.07475 5.25918
C 1.28421 -1.57082 0.69316
C -3.62609 0.90193 5.78834
C -1.58828 2.78657 6.45734
C -2.56796 1.15536 4.92597
C 0.90710 2.28066 4.60513
C -0.25179 0.33426 -3.31151
H -0.75838 3.44509 6.69601
H 0.91220 3.00158 5.43268
H 1.12953 2.79205 3.64827
H -2.75817 3.09333 8.24620
H 0.14235 1.35009 -3.18101
H -1.32743 0.15400 -3.18852
H 0.19944 -1.72632 -3.31846
H 1.67357 -0.52789 -3.30868
H 1.63770 1.47664 4.76308
H -4.34810 0.13244 5.52612
H -2.45241 -0.52531 3.56259
H -4.50095 1.48445 7.66489

***

| no. | electronic energy (eV) | F_max (eV/A) |
| --- | --- | --- |
| 1 | -13139.150 | 1.89 |
| 2 | -9943.244 | 1.26 |
| 3 | -98644.516 | 4.42 |
| 4 | -82625.160 | 10.50 |
| 5 | -94455.614 | 6.89 |